This record from OMol25 describes 2 unconnected molecules or ions with the total composition C3H4N at a distorted geometry. The level of theory is ωB97M-V/def2-TZVPD.

Total charge: +1
Gap between HOMO and LUMO, eV: 8.357
E_HOMO, eV: -15.276
LUMO level, eV: -6.92

Last columns: bonded neighbours and bond lengths (Å).
Cartesian coordinates (Å):
1 C 0.29405 -1.30817 -0.92694  C2 1.255, C3 1.277
2 C 0.70046 -2.34958 -1.49665  C1 1.255
3 C 0.23538 -0.17497 -0.34123  C1 1.277, N4 1.498
4 N -0.43007 0.51476 0.80995  C3 1.498, H6 0.990, H7 0.974, H8 1.011
5 H 0.86640 1.14406 -1.28372  no bonds
6 H -1.05642 1.14762 0.37780  N4 0.990
7 H 0.21661 1.05628 1.29727  N4 0.974
8 H -0.82641 -0.03001 1.56351  N4 1.011

***

This record from OMol25 describes C3H4N2 in the gas phase at a distorted geometry. The level of theory is ωB97M-V/def2-TZVPD.

Total charge: 0
Gap between HOMO and LUMO, eV: 9.140
E_HOMO, eV: -8.409
LUMO level, eV: 0.73

Last columns: bonded neighbours and bond lengths (Å).
Cartesian coordinates (Å):
1 C 0.68713 -0.45459 0.44401  C2 1.429, N5 1.349, H6 1.147
2 C -0.17417 -1.14656 -0.46246  C1 1.429, N3 1.381, H7 1.093
3 N -0.92372 -0.20149 -1.13512  C2 1.381, C4 1.417
4 C -0.86256 0.90915 -0.25736  N3 1.417, N5 1.379, H8 0.995
5 N 0.29226 0.83433 0.49295  C1 1.349, C4 1.379, H9 1.110
6 H 1.53686 -1.10176 0.86209  C1 1.147
7 H -0.16023 -2.23108 -0.59732  C2 1.093
8 H -1.29272 1.79788 -0.37668  C4 0.995
9 H 0.89714 1.59412 1.02989  N5 1.110

***

This record from OMol25 describes C3H4N2 in the gas phase at a distorted geometry. The level of theory is ωB97M-V/def2-TZVPD.

Total charge: 0
Gap between HOMO and LUMO, eV: 9.698
E_HOMO, eV: -9.193
LUMO level, eV: 0.51

Last columns: bonded neighbours and bond lengths (Å).
Cartesian coordinates (Å):
1 C 0.72887 -0.16687 -0.64403  C2 1.324, H6 1.105, N8 1.410
2 C -0.13571 -0.32883 0.34541  C1 1.324, C3 1.393, H7 1.098
3 C -0.93877 0.68497 0.86332  C2 1.393, N9 1.177
4 H 2.32542 -0.65851 -1.81199  N8 1.201
5 H 1.50115 -2.14399 -1.03353  N8 1.082
6 H 0.76611 0.85990 -1.04941  C1 1.105
7 H -0.20734 -1.29771 0.85779  C2 1.098
8 N 1.29880 -1.16895 -1.45571  C1 1.410, H4 1.201, H5 1.082
9 N -1.62904 1.46962 1.40556  C3 1.177

***

This record from OMol25 describes C3H4N2 in the gas phase at a distorted geometry. The level of theory is ωB97M-V/def2-TZVPD.

Total charge: 0
Gap between HOMO and LUMO, eV: 9.759
E_HOMO, eV: -9.090
LUMO level, eV: 0.67

Last columns: bonded neighbours and bond lengths (Å).
Cartesian coordinates (Å):
1 C -0.10465 0.59775 0.07565  C2 1.401, H6 1.224, N9 1.223
2 C -1.42873 0.14443 0.02323  C1 1.401, C3 1.258
3 C -2.58196 -0.33891 -0.11455  C2 1.258, H7 1.081
4 H 2.67740 -1.14993 -0.03909  N8 1.140
5 H 2.36386 0.54677 0.39416  N8 1.000
6 H -0.09743 1.74505 -0.35078  C1 1.224
7 H -3.46860 -0.92854 0.06897  C3 1.081
8 N 2.05009 -0.20870 -0.18162  H4 1.140, H5 1.000, N9 1.505
9 N 0.59002 -0.40793 0.12403  C1 1.223, N8 1.505

***

This record from OMol25 describes 2 unconnected molecules or ions with the total composition C3H4N2 at a distorted geometry. The level of theory is ωB97M-V/def2-TZVPD.

Total charge: 0
Gap between HOMO and LUMO (spin up / spin down), eV: 9.547 / 8.760
E_HOMO (spin up / spin down), eV: -9.634 / -8.948
LUMO level (spin up / spin down), eV: -0.09 / -0.19

Last columns: bonded neighbours and bond lengths (Å).
Cartesian coordinates (Å):
1 C -1.09537 -0.00228 -0.47648  C2 1.346, N4 1.460, H6 1.088
2 C -0.88126 0.31965 0.81276  C1 1.346, N5 1.451, H7 1.049
3 C 1.12444 -0.42440 -0.08253  N4 1.358, N5 1.369, H8 1.129
4 N -0.02248 -0.99005 -0.53858  C1 1.460, C3 1.358, N5 1.533
5 N 0.22086 -0.61632 0.92839  C2 1.451, C3 1.369, N4 1.533
6 H -1.60438 0.45657 -1.32181  C1 1.088
7 H -1.62945 0.53861 1.51513  C2 1.049
8 H 2.16041 -0.84160 -0.24604  C3 1.129
9 H 1.72722 1.55981 -0.59084  no bonds

***

This record from OMol25 describes C3H4N2 in the gas phase at a distorted geometry. The level of theory is ωB97M-V/def2-TZVPD.

Total charge: 0
Gap between HOMO and LUMO, eV: 10.998
E_HOMO, eV: -10.228
LUMO level, eV: 0.77

Last columns: bonded neighbours and bond lengths (Å).
Cartesian coordinates (Å):
1 C -1.79734 -0.99775 -1.08131  C3 1.386, N4 1.135
2 C 0.12583 0.42952 -0.48516  C3 1.530, N5 1.454, H6 1.087, H7 1.123
3 C -0.79508 -0.74807 -0.15782  C1 1.386, C2 1.530, N5 1.478, H8 1.154
4 N -2.68632 -1.18890 -1.76006  C1 1.135
5 N -0.76958 0.48321 0.65864  C2 1.454, C3 1.478, H9 1.015
6 H 1.19691 0.49026 -0.30912  C2 1.087
7 H -0.10414 1.15638 -1.30969  C2 1.123
8 H -0.38200 -1.77923 0.15425  C3 1.154
9 H -0.25508 0.49269 1.53316  N5 1.015

***

This record from OMol25 describes C3H4N2O in the gas phase. The level of theory is ωB97M-V/def2-TZVPD.

Total charge: 0
Gap between HOMO and LUMO, eV: 9.576
E_HOMO, eV: -9.716
LUMO level, eV: -0.14

Last columns: bonded neighbours and bond lengths (Å).
Cartesian coordinates (Å):
1 O 1.94261 0.49624 0.25786  C2 1.389, H7 0.965
2 C 0.74478 -0.06460 -0.16666  O1 1.389, C3 1.502, N6 1.479, H10 1.101
3 C -0.40181 -0.22695 0.79059  C2 1.502, C4 1.331, H8 1.082
4 C -1.48446 0.12172 0.09943  C3 1.331, N5 1.444, H9 1.083
5 N -1.10987 0.63676 -1.19635  C4 1.444, N6 1.248
6 N 0.12996 0.59742 -1.33753  C2 1.479, N5 1.248
7 H 1.86893 1.45713 0.20679  O1 0.965
8 H -0.33128 -0.63675 1.78920  C3 1.082
9 H -2.53613 0.07650 0.35245  C4 1.083
10 H 0.98399 -1.06892 -0.55006  C2 1.101

***

This record from OMol25 describes 2 unconnected molecules or ions with the total composition C3H4N2O at a distorted geometry. The level of theory is ωB97M-V/def2-TZVPD.

Total charge: 0
Gap between HOMO and LUMO, eV: 10.155
E_HOMO, eV: -10.422
LUMO level, eV: -0.27

Last columns: bonded neighbours and bond lengths (Å).
Cartesian coordinates (Å):
1 C -2.48216 -0.19355 -0.25348  N4 1.149
2 C -0.44585 0.47090 -0.57218  C3 1.431, O6 1.331, H7 1.038
3 C 0.42287 -0.11527 0.40155  C2 1.431, N5 1.385, O6 1.481, H8 1.117
4 N -3.46992 -0.31850 0.32020  C1 1.149
5 N 1.75852 -0.33042 0.10321  C3 1.385, H9 1.002, H10 1.001
6 O -0.08582 1.27508 0.42492  C2 1.331, C3 1.481
7 H -0.17817 0.70276 -1.54807  C2 1.038
8 H -0.17589 -0.63245 1.18946  C3 1.117
9 H 2.21846 -0.07809 -0.75079  N5 1.002
10 H 2.43795 -0.78047 0.68519  N5 1.001

***

Calculated energy relative to the best compared isomer or geometry (same formula, charge and spin) (eV), listed in the same order as above: 6.1189 1.7805 1.5657 4.9275 8.7864 2.1130 2.5694 4.9027